{
  "formula": "C47H33AgBrClF6GeN3O5P",
  "method": "ωB97M-V with the def2-TZVPD basis set",
  "homo_lumo_gap_ev": 7.356,
  "e_homo_ev": -3.60,
  "molar_mass_g_mol": 1160.59,
  "lumo_energy_ev": 3.8,
  "total_charge": -2,
  "elements": ["Ag", "Br", "C", "C", "C", "C", "C", "C", "N", "N", "C", "C", "C", "C", "O", "C", "N", "C", "C", "C", "C", "H", "H", "H", "H", "H", "H", "H", "H", "H", "F", "P", "F", "F", "F", "F", "F", "C", "C", "C", "C", "C", "C", "Ge", "C", "C", "C", "C", "C", "C", "C", "C", "C", "C", "C", "C", "H", "H", "H", "H", "H", "H", "H", "H", "H", "H", "H", "H", "H", "H", "H", "Cl", "C", "C", "C", "C", "C", "C", "C", "O", "O", "H", "H", "H", "H", "O", "C", "O", "C", "C", "C", "C", "C", "C", "H", "H", "H", "H", "H"],
  "coordinates": [[-0.8022, 0.0749, -0.9778], [3.8375, -7.6956, -1.5755], [2.6665, -7.1682, -0.1774], [1.5627, -6.3838, -0.4751], [0.7118, -5.9888, 0.5505], [0.9868, -6.3872, 1.8542], [2.0666, -7.2110, 2.1289], [2.9332, -7.5917, 1.1124], [0.1126, -6.1212, 3.0000], [-0.3073, -4.9881, 3.3006], [0.0987, -3.7854, 2.6198], [1.3974, -3.4850, 2.3173], [1.7430, -2.2847, 1.6698], [0.7693, -1.3979, 1.2941], [1.0709, -0.2953, 0.6081], [-0.5857, -1.6753, 1.6393], [-1.5050, -0.7698, 1.2193], [-2.7600, -0.9305, 1.5538], [-3.1881, -2.0344, 2.3269], [-2.2894, -2.9908, 2.6971], [-0.9263, -2.8395, 2.3471], [1.3547, -6.0517, -1.4851], [-0.1325, -5.3562, 0.3001], [2.2287, -7.5427, 3.1478], [3.7903, -8.2158, 1.3209], [2.1880, -4.1804, 2.5678], [2.7761, -2.0653, 1.4285], [-3.4421, -0.1723, 1.1807], [-4.2342, -2.1246, 2.5895], [-2.5998, -3.8623, 3.2592], [-0.9087, -2.9769, -0.8978], [-1.0037, -3.4267, -2.4698], [0.6045, -3.6138, -2.4795], [-1.0847, -3.9050, -4.0066], [-1.1522, -4.9801, -1.9774], [-0.8605, -1.8850, -2.9210], [-2.6061, -3.2749, -2.4029], [4.5243, 3.6296, -0.4933], [4.4895, 2.2454, -0.3656], [3.3300, 1.6055, 0.0505], [2.1765, 2.3319, 0.3557], [2.2275, 3.7215, 0.2211], [3.3873, 4.3683, -0.1969], [0.5204, 1.5184, 1.0078], [-0.8327, 2.9439, 0.8359], [-1.2995, 3.4673, -0.3731], [-2.0763, 4.6155, -0.3871], [-2.4269, 5.2553, 0.7973], [-1.9682, 4.7478, 2.0005], [-1.1723, 3.6025, 2.0168], [0.6613, 1.1671, 2.9495], [1.9371, 1.1108, 3.5131], [2.1242, 0.7567, 4.8452], [1.0334, 0.4264, 5.6389], [-0.2449, 0.4621, 5.0928], [-0.4232, 0.8345, 3.7655], [5.4248, 4.1223, -0.8441], [5.3602, 1.6516, -0.6241], [3.3020, 0.5213, 0.0975], [1.3464, 4.3229, 0.4194], [3.3885, 5.4472, -0.3107], [-1.0301, 2.9813, -1.3028], [-2.4200, 5.0082, -1.3381], [-3.0508, 6.1429, 0.7777], [-2.2179, 5.2361, 2.9361], [-0.8009, 3.2616, 2.9723], [2.8073, 1.3409, 2.9024], [3.1276, 0.7250, 5.2558], [1.1764, 0.1296, 6.6717], [-1.1061, 0.1896, 5.6942], [-1.4300, 0.8367, 3.3539], [-8.7736, 3.6448, -2.9303], [-7.2404, 2.9154, -2.4729], [-7.2304, 1.6503, -1.9130], [-6.0137, 1.0851, -1.5505], [-4.8187, 1.7700, -1.7386], [-4.8607, 3.0367, -2.3126], [-6.0663, 3.6183, -2.6809], [-3.4881, 1.1713, -1.3240], [-2.8911, 0.4763, -2.1804], [-3.0934, 1.4426, -0.1605], [-8.1607, 1.1154, -1.7646], [-5.9941, 0.0899, -1.1180], [-3.9325, 3.5751, -2.4718], [-6.0969, 4.6059, -3.1237], [0.5026, 2.4572, -2.7623], [1.3003, 1.5007, -2.7528], [1.1995, 0.4087, -2.1167], [2.5733, 1.6498, -3.5844], [3.5632, 0.6738, -3.5574], [4.7380, 0.8425, -4.2814], [4.9298, 1.9890, -5.0444], [3.9380, 2.9639, -5.0826], [2.7673, 2.7921, -4.3543], [3.3843, -0.2149, -2.9626], [5.5056, 0.0754, -4.2507], [5.8470, 2.1211, -5.6107], [4.0767, 3.8613, -5.6770], [1.9796, 3.5373, -4.3443]]
}

{
  "formula": "C47H33BBaN15O",
  "method": "ωB97M-V with the def2-TZVPD basis set",
  "homo_lumo_gap_ev": [4.916, 4.785],
  "e_homo_ev": [-3.49, -3.45],
  "molar_mass_g_mol": 972.02,
  "lumo_energy_ev": [1.4, 1.3],
  "total_charge": -1,
  "elements": ["Ba", "C", "C", "C", "C", "C", "N", "C", "C", "C", "C", "C", "C", "C", "C", "N", "C", "N", "C", "N", "C", "N", "C", "N", "C", "N", "C", "C", "C", "C", "C", "C", "C", "C", "C", "C", "C", "C", "C", "C", "N", "H", "H", "H", "H", "H", "H", "H", "H", "H", "H", "H", "H", "H", "H", "H", "H", "C", "C", "N", "N", "C", "B", "N", "C", "C", "C", "N", "N", "C", "C", "C", "N", "H", "H", "H", "H", "H", "H", "H", "H", "H", "H", "O", "C", "C", "C", "C", "C", "C", "N", "H", "H", "H", "H", "H", "H", "H"],
  "coordinates": [[0.0588, -0.1730, -0.1741], [-6.3855, -0.1673, -3.0644], [-5.6772, 0.2792, -4.1770], [-4.3069, 0.4759, -4.1199], [-3.6654, 0.2216, -2.9200], [-2.2836, 0.3796, -2.4776], [-1.3518, 0.8319, -3.2958], [-0.2260, 1.3964, -2.8915], [0.7092, 2.0018, -3.8340], [0.8387, 1.9641, -5.2116], [1.8909, 2.6549, -5.7868], [2.7792, 3.3928, -5.0080], [2.6474, 3.4472, -3.6320], [1.6099, 2.7418, -3.0473], [1.2091, 2.5229, -1.6653], [1.7566, 3.1596, -0.6711], [1.5239, 2.9710, 0.6219], [1.0395, 1.8581, 1.2574], [1.0325, 2.0980, 2.5737], [0.2671, -0.1527, 2.9326], [-1.0916, -0.1988, 2.7393], [-1.5804, -0.3855, 1.5088], [-2.9319, -0.3904, 1.5785], [-3.7822, -0.4192, 0.5524], [-3.4195, -0.2371, -0.6915], [-2.1792, 0.0645, -1.1758], [-4.3860, -0.1831, -1.7823], [-5.7509, -0.3940, -1.8548], [-3.3342, -0.2940, 2.9538], [-4.5665, -0.3540, 3.5914], [-4.6014, -0.2851, 4.9674], [-3.4237, -0.1577, 5.7116], [-2.1896, -0.0885, 5.1033], [-2.1337, -0.1461, 3.7086], [1.4986, 3.4107, 2.8611], [1.6812, 4.1454, 4.0333], [2.1518, 5.4335, 3.9280], [2.4724, 5.9888, 2.6812], [2.3298, 5.2714, 1.5138], [1.8471, 3.9694, 1.5997], [0.1442, 1.6723, -1.6329], [-7.4505, -0.3369, -3.1496], [-6.2072, 0.4675, -5.1013], [-3.7416, 0.8239, -4.9732], [0.1385, 1.4033, -5.8111], [2.0281, 2.6262, -6.8591], [3.5812, 3.9330, -5.4947], [3.3270, 4.0137, -3.0132], [-6.3016, -0.7226, -0.9882], [-5.4606, -0.4775, 3.0013], [-5.5445, -0.3437, 5.4932], [-3.4903, -0.1191, 6.7917], [-1.2915, -0.0110, 5.7037], [1.4487, 3.7178, 4.9999], [2.2959, 6.0326, 4.8173], [2.8371, 7.0060, 2.6475], [2.5907, 5.6931, 0.5523], [2.1938, 0.6787, 4.0903], [0.8126, 1.0209, 3.6051], [1.0169, -0.8271, 2.1087], [2.3174, -0.7914, 2.2495], [2.8987, -0.1466, 3.3074], [3.2300, -1.5181, 1.2333], [3.3245, -0.7198, -0.0730], [4.4059, -0.0372, -0.4759], [4.1705, 0.4356, -1.7488], [2.8838, -0.0126, -2.0405], [2.3861, -0.6918, -1.0183], [2.7558, -2.9449, 0.9790], [3.4972, -4.0364, 1.2372], [2.7743, -5.1480, 0.8723], [1.5731, -4.6207, 0.3893], [1.5783, -3.2990, 0.4659], [2.6303, 1.1983, 4.9261], [0.1394, 1.3440, 4.4026], [3.9348, -0.3866, 3.4771], [4.3274, -1.5699, 1.7015], [5.2677, 0.0709, 0.1563], [4.8185, 1.0238, -2.3699], [2.3233, 0.1356, -2.9477], [4.4857, -3.9539, 1.6473], [3.0687, -6.1767, 0.9600], [0.7305, -5.1557, -0.0084], [-1.3877, -3.7684, 1.2421], [-2.0828, -3.4269, 0.0656], [-1.2249, -3.5487, -1.1648], [-1.2668, -4.7194, -1.9182], [-0.4600, -4.8340, -3.0339], [0.3684, -3.7713, -3.3532], [0.3408, -2.6484, -2.5431], [-0.4311, -2.5320, -1.4773], [-0.5668, -3.2541, 1.2527], [-2.4712, -2.4095, 0.1224], [-2.9185, -4.1301, 0.0006], [-1.9228, -5.5241, -1.6172], [-0.4847, -5.7291, -3.6400], [1.0143, -3.8067, -4.2176], [0.9681, -1.8016, -2.7651]]
}

{
  "formula": "C47H34ClN5O2Ru",
  "method": "ωB97M-V with the def2-TZVPD basis set",
  "homo_lumo_gap_ev": [5.724, 5.718],
  "e_homo_ev": [-3.20, -3.21],
  "spin_multiplicity": 2,
  "s2": 0.95,
  "molar_mass_g_mol": 837.34,
  "lumo_energy_ev": [2.5, 2.5],
  "total_charge": -1,
  "elements": ["Ru", "C", "C", "C", "C", "C", "C", "C", "C", "C", "C", "C", "N", "C", "C", "C", "C", "C", "C", "C", "C", "C", "C", "C", "C", "C", "N", "C", "C", "C", "C", "C", "C", "C", "C", "C", "C", "C", "C", "N", "C", "C", "N", "C", "C", "C", "C", "C", "C", "H", "H", "H", "H", "H", "H", "H", "H", "H", "H", "H", "H", "H", "H", "H", "H", "H", "H", "H", "H", "H", "H", "H", "H", "H", "H", "H", "H", "N", "C", "C", "O", "O", "H", "H", "H", "H", "Cl", "C", "H", "H"],
  "coordinates": [[0.6239, 0.0236, -0.0238], [1.6498, -0.5130, 7.5819], [2.0595, 0.6661, 6.9672], [1.9375, 0.8241, 5.5942], [1.4045, -0.1864, 4.7862], [0.9729, -1.3522, 5.4269], [1.1019, -1.5213, 6.8025], [1.3257, -0.0373, 3.3036], [0.6810, 1.1800, 2.7620], [-0.0967, 2.0196, 3.5159], [-1.0433, 3.0035, 2.8902], [-0.8868, 2.7776, 1.4354], [0.9091, 1.3707, 1.4021], [-2.0501, 2.9812, 0.4951], [-1.4372, 2.5905, -0.8757], [-2.0622, 2.7073, -2.2754], [-1.4783, 2.1049, -3.3315], [-0.2942, 1.2083, -3.1904], [0.0100, 0.0541, -3.8053], [-0.6428, -0.2748, -5.1032], [-0.7143, 0.6679, -6.1265], [-1.3684, 0.3838, -7.3200], [-1.9603, -0.8566, -7.5100], [-1.8878, -1.8090, -6.4994], [-1.2324, -1.5221, -5.3091], [0.8665, -0.9716, -3.1597], [1.0589, -1.2129, -1.8045], [1.8973, -2.2811, -1.7006], [2.3683, -2.9282, -0.4637], [2.9394, -4.3026, -0.6349], [4.2232, -4.6400, -0.2113], [4.7089, -5.9387, -0.3285], [3.9287, -6.9292, -0.9028], [2.6632, -6.5992, -1.3798], [2.1812, -5.3048, -1.2520], [2.2962, -2.4356, 0.7955], [2.8333, -3.0425, 2.0152], [2.5771, -2.2172, 3.0356], [1.8291, -1.0584, 2.5244], [1.6880, -1.2382, 1.1647], [2.2512, -2.7307, -2.9840], [1.5936, -1.9111, -3.8944], [0.2974, 1.3449, -1.8943], [-2.8464, 4.2501, 0.4984], [-2.1982, 5.4798, 0.5642], [-2.9194, 6.6658, 0.4995], [-4.3032, 6.6316, 0.3698], [-4.9572, 5.4084, 0.3107], [-4.2313, 4.2264, 0.3761], [1.7644, -0.6448, 8.6516], [2.4842, 1.4664, 7.5632], [2.2695, 1.7409, 5.1220], [0.5251, -2.1361, 4.8261], [0.7624, -2.4410, 7.2660], [-0.2365, 1.8099, 4.5681], [-1.0323, 4.0125, 3.3084], [-2.9458, 3.3204, -2.4164], [-1.9505, 2.1834, -4.3027], [-0.2342, 1.6311, -5.9864], [-1.4087, 1.1318, -8.1030], [-2.4690, -1.0825, -8.4394], [-2.3462, -2.7811, -6.6373], [-1.1806, -2.2605, -4.5187], [4.8626, -3.8646, 0.1941], [5.7072, -6.1698, 0.0234], [4.3028, -7.9422, -0.9875], [2.0483, -7.3553, -1.8556], [1.1942, -5.0520, -1.6242], [3.3425, -3.9893, 2.0825], [2.8910, -2.3546, 4.0603], [2.9384, -3.5371, -3.1992], [1.6477, -1.9441, -4.9744], [-1.1185, 5.4963, 0.6721], [-2.4042, 7.6164, 0.5591], [-4.8685, 7.5534, 0.3169], [-6.0358, 5.3766, 0.2143], [-4.7403, 3.2686, 0.3385], [-1.4763, -0.5150, 1.5245], [-2.5931, 0.4431, 1.5044], [-2.1643, 1.8922, 1.5458], [-2.4233, 2.4740, 2.8314], [0.3926, 2.6402, 0.9827], [-1.8060, -1.4480, 1.3158], [-1.0378, -0.5301, 2.4404], [-3.2282, 0.3385, 2.3846], [-3.1981, 0.2416, 0.6328], [-1.9308, -0.1055, -1.4190], [-0.7519, 1.2389, -0.9125], [-0.6226, 3.3126, -0.9279], [0.8032, 2.2090, -1.7611]]
}

{
  "formula": "C47H36AgClGeN2O2S",
  "method": "ωB97M-V with the def2-TZVPD basis set",
  "homo_lumo_gap_ev": 3.854,
  "e_homo_ev": -0.15,
  "molar_mass_g_mol": 908.81,
  "lumo_energy_ev": 3.7,
  "total_charge": -2,
  "elements": ["Ag", "Cl", "C", "C", "C", "C", "O", "C", "C", "N", "C", "C", "C", "C", "C", "C", "C", "C", "N", "C", "C", "H", "H", "H", "H", "H", "H", "H", "H", "H", "H", "C", "Ge", "C", "C", "C", "C", "C", "C", "C", "C", "C", "C", "C", "C", "C", "C", "C", "C", "C", "C", "H", "H", "H", "H", "H", "H", "H", "H", "H", "H", "H", "H", "H", "H", "H", "H", "O", "S", "C", "C", "C", "C", "C", "C", "C", "C", "C", "C", "C", "C", "H", "H", "H", "H", "H", "H", "H", "H", "H", "H"],
  "coordinates": [[1.0723, 2.2702, -1.9357], [-4.5012, 6.6539, -5.2423], [-3.2975, 5.5115, -4.5646], [-2.1457, 6.0943, -3.9890], [-1.1876, 5.2069, -3.5178], [-1.4556, 3.7860, -3.5616], [-0.7297, 2.9910, -2.9491], [-2.6038, 3.2232, -4.2357], [-2.8636, 1.8308, -4.1836], [-3.5045, 1.0962, -5.0613], [-3.4924, -0.2921, -4.8612], [-4.4517, -1.1086, -5.4945], [-4.4929, -2.4603, -5.3007], [-3.5757, -3.0706, -4.4443], [-2.4622, -2.3674, -3.9298], [-1.3784, -2.8593, -3.1539], [-0.3580, -2.0777, -2.7076], [-0.3289, -0.7728, -3.2341], [-1.3172, -0.2482, -3.9347], [-2.4095, -0.9569, -4.1990], [-3.5213, 4.1561, -4.8599], [-1.9159, 7.1584, -4.0786], [-0.1999, 5.5532, -3.2568], [-2.3888, 1.4350, -3.3057], [-5.1980, -0.4919, -6.0079], [-5.3417, -2.9733, -5.7674], [-3.7194, -4.1265, -4.2697], [-1.3685, -3.8903, -2.8428], [0.4075, -2.4577, -2.0574], [0.5217, -0.1288, -3.0524], [-4.3215, 3.9019, -5.4947], [2.6674, 1.1814, -1.2509], [3.0333, 0.3489, 0.3246], [2.7301, -1.6096, 0.5694], [3.3689, -2.6934, -0.0642], [2.9484, -4.0315, 0.0701], [1.8115, -4.2845, 0.8223], [1.2019, -3.2765, 1.5687], [1.6409, -1.9858, 1.4125], [5.1105, 0.2136, 0.6808], [5.9436, 1.1914, 0.2087], [7.3464, 1.1510, 0.4532], [7.8931, 0.0483, 1.1082], [7.0561, -0.9785, 1.5722], [5.6907, -0.8824, 1.3161], [2.3799, 1.1557, 2.0338], [3.0308, 1.0376, 3.2887], [2.6254, 1.8044, 4.3194], [1.5444, 2.8098, 4.2064], [0.9442, 2.8639, 2.9988], [1.3016, 2.0369, 1.8988], [3.5177, 0.9961, -1.9372], [4.2868, -2.4642, -0.5598], [3.5319, -4.8294, -0.4003], [1.4445, -5.3287, 0.8875], [0.3696, -3.5068, 2.2426], [1.0433, -1.1543, 1.8476], [5.3871, 2.0947, -0.2287], [8.0167, 1.9706, 0.1533], [9.0461, 0.0640, 1.1706], [7.4804, -1.8746, 1.9280], [5.0724, -1.7639, 1.5396], [3.7763, 0.3065, 3.3726], [3.1219, 1.7874, 5.3019], [1.2355, 3.4455, 5.0164], [0.0312, 3.4509, 2.8278], [0.9413, 2.1469, 0.8778], [-2.5580, -3.6242, 4.1215], [-3.2832, -2.3402, 4.0622], [-2.1233, -1.1565, 4.6713], [-2.5571, 0.1315, 4.8593], [-1.7473, 1.1336, 5.3322], [-0.4544, 0.8116, 5.6498], [0.0469, -0.4667, 5.3357], [-0.7903, -1.4641, 4.8242], [-3.3780, -1.8014, 2.3753], [-4.6267, -1.7666, 1.7720], [-4.6268, -1.3868, 0.4061], [-3.4634, -1.1855, -0.3313], [-2.2604, -1.3048, 0.2931], [-2.1382, -1.5780, 1.6295], [-3.6334, 0.3210, 4.5604], [-2.1507, 2.1232, 5.5278], [0.1953, 1.5401, 6.0979], [1.1150, -0.6870, 5.4279], [-0.3682, -2.4459, 4.5747], [-5.5403, -1.9400, 2.3229], [-5.5642, -1.2678, -0.0904], [-3.5897, -0.9905, -1.3769], [-1.3179, -1.1770, -0.2728], [-1.2278, -1.5055, 2.1440]]
}